(1)
Formula: C15H38INNb
Source: the Open Molecules 2025 dataset
Level of theory: ωB97M-V/def2-TZVPD

Calculated values
- orbital gap (eV) = 6.98
- energy (eV) = -27311.558
- HOMO level (eV) = -4.659
- lowest unoccupied orbital energy (Ha) = 0.085

```
! wB97M-V def2-TZVPD RIJCOSX def2/J DEFGRID3
* xyz -1 1
C 0.55 -0.33 2.98
C 1.88 -0.86 3.46
C 2.37 -2.09 2.73
N 2.55 -0.32 4.40
Nb 2.06 -0.69 6.26
I 0.24 1.48 6.56
H 0.60 -0.16 1.90
H -0.21 -1.08 3.17
H 0.30 0.59 3.48
H 3.11 -2.62 3.33
H 2.86 -1.76 1.80
H 1.55 -2.74 2.45
H 3.53 0.06 7.08
H 1.57 -1.00 7.97
H 0.89 -2.10 5.88
H 3.11 -2.08 6.59
C 2.61 -3.68 -0.74
C 2.90 -2.98 -2.06
C 2.96 -1.46 -1.93
C 1.66 -0.81 -1.44
C 0.43 -1.12 -2.30
C 0.56 -0.63 -3.74
H 1.64 -3.40 -0.34
H 2.62 -4.77 -0.85
H 3.36 -3.42 0.01
H 2.15 -3.27 -2.80
H 3.86 -3.33 -2.46
H 3.24 -1.03 -2.90
H 3.76 -1.19 -1.24
H 1.80 0.27 -1.41
H 1.46 -1.12 -0.41
H -0.44 -0.65 -1.84
H 0.23 -2.19 -2.30
H 0.73 0.44 -3.78
H -0.35 -0.84 -4.31
H 1.38 -1.12 -4.26
C -1.40 2.65 0.20
C -2.91 2.47 0.12
C -3.34 1.52 -1.00
C -2.94 1.96 -2.41
C -3.47 3.34 -2.82
C -4.99 3.42 -2.85
H -0.99 3.09 -0.70
H -1.12 3.29 1.04
H -0.90 1.68 0.36
H -3.39 3.44 -0.01
H -3.28 2.08 1.07
H -4.43 1.38 -0.95
H -2.90 0.53 -0.81
H -3.30 1.22 -3.12
H -1.85 1.96 -2.49
H -3.08 3.57 -3.82
H -3.07 4.11 -2.16
H -5.41 2.67 -3.53
H -5.33 4.40 -3.19
H -5.42 3.25 -1.86
*
```

These are the natural (NBO) partial charges, in e, on atoms 1 to 6:
1 C -0.70
2 C 0.35
3 C -0.68
4 N -0.72
5 Nb 1.07
6 I -0.53

(2)
Formula: C33H40FFeN4O3
Source: the Open Molecules 2025 dataset
Level of theory: ωB97M-V/def2-TZVPD

Calculated values
- orbital gap (alpha / beta) (eV) = 4.27 / 6.37
- energy (eV) = -84071.459
- HOMO level (alpha / beta) (eV) = -7.803 / -9.919
- relative energy (zero: lowest compared OMol25 entry of this formula, charge and spin) (eV) = 0.951
- lowest unoccupied orbital energy (alpha / beta) (Ha) = -0.130 / -0.131

```
! wB97M-V def2-TZVPD RIJCOSX def2/J DEFGRID3
* xyz 1 5
Fe 0.71 0.49 -0.34
C -3.04 3.60 4.32
C -2.17 2.64 3.56
C -1.54 1.58 4.20
C -0.74 0.64 3.53
C -0.29 -0.48 4.28
N 0.09 -1.73 3.85
C -0.40 -2.45 2.68
C -1.87 -2.93 2.79
C -2.92 -1.85 2.49
N -2.74 -1.27 1.17
C -3.38 -1.64 0.09
C -3.02 -1.26 -1.22
C -3.81 -1.64 -2.32
C -3.47 -1.31 -3.62
C -4.38 -1.69 -4.76
C -2.29 -0.61 -3.85
C -1.44 -0.24 -2.81
C -0.20 0.44 -3.09
N 0.74 0.75 -2.27
C 1.86 1.51 -2.84
C 2.09 2.85 -2.11
C 0.83 3.33 -1.41
N 0.54 2.50 -0.25
C -0.67 2.42 0.18
C -1.03 1.99 1.52
C -1.96 2.80 2.20
C -0.40 0.90 2.16
O 0.46 0.14 1.51
C -1.82 -0.52 -1.47
O -1.09 -0.14 -0.50
H -3.63 3.09 5.09
H -3.73 4.12 3.65
H -2.43 4.36 4.82
H -1.72 1.44 5.26
H -0.26 -0.36 5.35
H 0.37 -2.34 4.60
H 0.24 -3.32 2.57
H -0.27 -1.82 1.80
H -2.05 -3.32 3.79
H -2.00 -3.75 2.08
H -2.86 -1.05 3.22
H -3.92 -2.30 2.54
H -1.93 -0.67 1.01
H -4.25 -2.27 0.23
H -4.72 -2.21 -2.13
H -4.97 -2.57 -4.53
H -3.81 -1.89 -5.67
H -5.07 -0.87 -4.98
H -2.02 -0.35 -4.86
H -0.06 0.71 -4.14
H 1.66 1.71 -3.90
H 2.76 0.91 -2.78
H 2.43 3.59 -2.83
H 2.86 2.74 -1.35
H -0.03 3.36 -2.11
H 0.99 4.35 -1.04
H -1.47 2.92 -0.38
H -2.44 3.61 1.66
F 5.95 -2.41 -3.55
C 4.82 -2.24 -2.84
C 4.90 -2.15 -1.46
C 3.73 -1.94 -0.75
C 2.48 -1.79 -1.38
C 1.26 -1.49 -0.61
C 2.46 -1.97 -2.77
C 3.61 -2.17 -3.50
H 5.85 -2.27 -0.97
H 3.77 -1.94 0.34
H 1.36 -1.83 0.42
H 0.39 -1.95 -1.08
H 1.50 -1.94 -3.28
H 3.59 -2.29 -4.58
C 4.57 1.68 1.51
C 3.13 1.21 1.47
O 2.73 0.88 0.12
H 4.85 1.89 2.54
H 4.71 2.59 0.92
H 5.24 0.91 1.13
H 2.45 2.00 1.79
H 2.98 0.35 2.11
H 3.36 0.23 -0.22
*
```

These are the Mulliken partial charges, in e, on atoms 1 to 6:
1 Fe 0.45
2 C -1.69
3 C 0.41
4 C -1.14
5 C 0.65
6 C -1.27

(3)
Formula: C64H176N16O16
Source: the Open Molecules 2025 dataset
Level of theory: ωB97M-V/def2-TZVPD

Calculated values
- orbital gap (alpha / beta) (eV) = 1.04 / 8.41
- energy (eV) = -125810.092
- HOMO level (alpha / beta) (eV) = 0.743 / -6.659
- relative energy (zero: lowest compared OMol25 entry of this formula, charge and spin) (eV) = 2.032
- lowest unoccupied orbital energy (alpha / beta) (Ha) = 0.065 / 0.064

```
! wB97M-V def2-TZVPD RIJCOSX def2/J DEFGRID3
* xyz -1 2
C -5.57 -23.10 -6.23
C -6.12 -24.32 -7.07
C -5.14 -25.41 -7.60
O -4.17 -24.87 -8.50
C -3.15 -25.74 -8.96
N -7.19 -24.88 -6.27
H -6.33 -22.42 -5.85
H -4.78 -22.61 -6.80
H -4.97 -23.47 -5.40
H -6.63 -23.94 -7.96
H -5.72 -26.11 -8.20
H -4.62 -25.96 -6.82
H -2.72 -26.34 -8.16
H -2.46 -25.18 -9.60
H -3.54 -26.48 -9.65
H -7.57 -25.78 -6.52
H -7.93 -24.20 -6.27
C -9.69 -19.57 -0.20
C -8.27 -19.06 -0.08
C -7.55 -18.87 -1.42
O -7.66 -20.01 -2.30
C -6.86 -19.88 -3.52
N -8.35 -17.79 0.70
H -10.27 -18.74 -0.61
H -9.98 -19.67 0.84
H -9.76 -20.47 -0.81
H -7.71 -19.76 0.53
H -6.52 -18.74 -1.06
H -7.85 -17.99 -1.98
H -5.88 -19.43 -3.42
H -7.43 -19.20 -4.17
H -6.73 -20.86 -3.98
H -8.95 -17.15 0.20
H -8.83 -17.88 1.58
C -3.88 -28.30 0.05
C -4.60 -26.97 0.32
C -3.71 -25.74 -0.08
O -2.57 -25.70 0.80
C -2.69 -24.70 1.86
N -5.71 -27.01 -0.64
H -3.45 -28.40 -0.95
H -4.53 -29.16 0.21
H -3.07 -28.32 0.78
H -4.98 -26.91 1.34
H -4.29 -24.82 -0.08
H -3.35 -25.95 -1.09
H -3.65 -24.37 2.25
H -2.29 -23.76 1.50
H -2.02 -25.01 2.66
H -6.30 -26.20 -0.79
H -5.27 -27.06 -1.55
C -7.15 -24.03 -2.62
C -8.39 -23.58 -1.80
C -8.10 -23.20 -0.36
O -7.28 -24.23 0.13
C -7.03 -24.02 1.52
N -9.16 -22.53 -2.41
H -6.33 -23.33 -2.44
H -7.29 -24.24 -3.68
H -6.84 -25.00 -2.24
H -9.06 -24.44 -1.74
H -9.01 -23.13 0.24
H -7.53 -22.28 -0.38
H -6.28 -23.26 1.69
H -6.74 -24.95 2.01
H -7.87 -23.66 2.12
H -9.27 -22.83 -3.37
H -8.64 -21.67 -2.43
C -9.10 -29.60 -0.07
C -9.02 -28.61 -1.23
C -9.19 -27.17 -0.80
O -10.29 -27.02 0.17
C -10.38 -25.72 0.81
N -7.73 -28.79 -1.82
H -8.95 -30.66 -0.29
H -10.09 -29.54 0.39
H -8.32 -29.43 0.68
H -9.79 -28.86 -1.96
H -9.30 -26.54 -1.68
H -8.28 -26.76 -0.36
H -11.21 -25.76 1.53
H -10.65 -24.90 0.14
H -9.51 -25.51 1.43
H -7.11 -28.25 -1.23
H -7.71 -28.25 -2.68
C -1.91 -20.38 3.55
C -3.01 -20.79 4.56
C -4.45 -20.92 4.00
O -4.88 -19.66 3.44
C -6.21 -19.74 2.88
N -2.53 -22.00 5.07
H -1.05 -20.18 4.19
H -2.10 -19.39 3.14
H -1.59 -21.15 2.85
H -3.06 -20.06 5.37
H -5.08 -21.20 4.84
H -4.47 -21.77 3.31
H -6.92 -20.08 3.63
H -6.32 -20.35 1.98
H -6.52 -18.73 2.58
H -1.54 -22.05 5.25
H -3.03 -22.15 5.94
C -9.48 -27.31 -5.35
C -8.12 -28.01 -5.08
C -7.41 -28.48 -6.38
O -6.21 -29.22 -5.99
C -5.47 -29.75 -7.09
N -7.41 -27.05 -4.21
H -10.18 -28.08 -5.68
H -9.37 -26.60 -6.17
H -10.01 -26.99 -4.46
H -8.28 -28.89 -4.44
H -7.29 -27.60 -7.00
H -8.04 -29.15 -6.98
H -5.04 -28.96 -7.71
H -6.08 -30.45 -7.66
H -4.68 -30.36 -6.65
H -7.41 -26.16 -4.68
H -6.48 -27.43 -4.39
C -15.79 -23.28 -3.60
C -15.46 -21.98 -2.99
C -14.07 -21.76 -2.33
O -13.63 -22.64 -1.32
C -12.48 -22.19 -0.52
N -15.88 -20.90 -3.90
H -15.23 -23.29 -4.54
H -16.86 -23.30 -3.83
H -15.58 -24.07 -2.89
H -16.16 -21.92 -2.15
H -14.16 -20.82 -1.78
H -13.23 -21.66 -3.02
H -12.62 -21.20 -0.08
H -11.58 -22.14 -1.13
H -12.32 -22.78 0.39
H -16.88 -20.79 -4.05
H -15.56 -21.10 -4.84
C -1.22 -25.84 5.21
C -1.63 -27.24 5.70
C -2.91 -27.70 5.05
O -3.95 -26.78 5.45
C -5.12 -26.92 4.58
N -0.64 -28.23 5.28
H -0.30 -25.58 5.72
H -2.04 -25.13 5.26
H -1.03 -25.99 4.14
H -1.84 -27.26 6.77
H -3.13 -28.65 5.54
H -2.84 -27.83 3.97
H -5.06 -26.40 3.62
H -5.98 -26.57 5.15
H -5.44 -27.95 4.45
H -0.92 -29.04 5.82
H 0.23 -27.98 5.73
C -13.33 -15.50 -5.36
C -13.03 -16.98 -5.43
C -12.16 -17.56 -4.25
O -11.79 -18.92 -4.49
C -11.05 -19.50 -3.43
N -14.31 -17.71 -5.44
H -13.86 -15.30 -4.42
H -13.97 -15.09 -6.14
H -12.44 -14.88 -5.33
H -12.50 -17.19 -6.36
H -12.65 -17.50 -3.28
H -11.24 -16.98 -4.18
H -10.15 -18.91 -3.22
H -10.65 -20.50 -3.58
H -11.69 -19.58 -2.56
H -14.01 -18.66 -5.55
H -14.80 -17.76 -4.56
C -3.41 -21.36 -3.79
C -2.58 -22.23 -2.82
C -3.28 -22.43 -1.48
O -3.32 -21.16 -0.83
C -3.98 -21.17 0.40
N -2.32 -23.48 -3.48
H -3.07 -21.32 -4.83
H -3.52 -20.34 -3.42
H -4.42 -21.75 -3.90
H -1.65 -21.68 -2.69
H -2.62 -23.06 -0.88
H -4.24 -22.95 -1.54
H -5.03 -21.42 0.31
H -3.92 -20.18 0.86
H -3.44 -21.81 1.10
H -1.71 -24.03 -2.90
H -1.87 -23.26 -4.35
C -8.42 -21.88 5.99
C -8.82 -23.19 5.24
C -9.98 -22.97 4.28
O -11.20 -22.68 4.95
C -11.81 -23.86 5.50
N -7.64 -23.76 4.68
H -7.84 -21.17 5.40
H -7.70 -22.08 6.79
H -9.29 -21.36 6.40
H -8.99 -23.89 6.06
H -9.97 -23.63 3.42
H -9.80 -22.04 3.74
H -12.80 -23.61 5.86
H -11.37 -24.27 6.41
H -11.92 -24.67 4.78
H -7.86 -24.74 4.57
H -6.90 -23.65 5.36
C -8.48 -28.05 3.63
C -9.45 -27.10 4.36
C -10.60 -27.82 5.06
O -11.31 -26.94 5.90
C -12.57 -27.41 6.35
N -8.66 -26.46 5.31
H -9.09 -28.66 2.97
H -7.93 -28.69 4.32
H -7.74 -27.49 3.05
H -9.91 -26.36 3.70
H -10.22 -28.67 5.62
H -11.28 -28.32 4.36
H -12.42 -28.34 6.91
H -13.33 -27.57 5.59
H -13.00 -26.64 6.98
H -8.22 -27.14 5.91
H -9.30 -25.96 5.91
C -10.20 -23.90 -8.80
C -10.84 -22.65 -8.17
C -9.85 -22.23 -7.04
O -9.51 -23.24 -6.07
C -10.49 -23.50 -5.14
N -11.02 -21.60 -9.17
H -10.06 -24.69 -8.05
H -9.20 -23.68 -9.17
H -10.80 -24.34 -9.59
H -11.80 -22.89 -7.71
H -10.28 -21.39 -6.50
H -8.92 -21.94 -7.53
H -10.66 -22.65 -4.48
H -10.20 -24.35 -4.52
H -11.42 -23.71 -5.67
H -11.32 -20.65 -8.97
H -10.19 -21.66 -9.74
C -3.39 -31.15 -3.88
C -4.34 -30.07 -3.29
C -3.88 -28.65 -3.75
O -4.69 -27.57 -3.26
C -4.25 -26.27 -3.57
N -5.65 -30.42 -3.64
H -2.39 -30.71 -3.90
H -3.59 -31.44 -4.91
H -3.36 -32.10 -3.35
H -4.44 -30.12 -2.21
H -3.74 -28.49 -4.82
H -2.88 -28.50 -3.35
H -4.93 -25.54 -3.13
H -4.42 -26.16 -4.64
H -3.23 -26.13 -3.22
H -6.19 -30.03 -2.89
H -5.92 -29.84 -4.42
C -12.68 -25.10 -3.24
C -13.51 -26.22 -2.51
C -12.88 -27.63 -2.63
O -13.19 -28.23 -3.85
C -12.68 -29.55 -3.93
N -13.52 -25.76 -1.14
H -11.77 -24.85 -2.69
H -13.17 -24.15 -3.47
H -12.53 -25.46 -4.26
H -14.57 -26.18 -2.77
H -13.40 -28.23 -1.88
H -11.82 -27.61 -2.39
H -11.63 -29.77 -3.74
H -12.90 -29.91 -4.93
H -13.23 -30.16 -3.21
H -12.66 -25.94 -0.65
H -13.66 -24.77 -1.32
*
```

These are the Mulliken partial charges, in e, on atoms 1 to 6:
1 C -1.06
2 C 0.17
3 C -0.10
4 O 0.03
5 C -1.09
6 N 1.26

(4)
Formula: C6H10O3
Source: the Open Molecules 2025 dataset
Level of theory: ωB97M-V/def2-TZVPD

Calculated values
- orbital gap (eV) = 9.09
- SMILES = C=C(O)C=O.CC(C)=O
- energy (eV) = -12523.131
- HOMO level (eV) = -9.092
- relative energy (zero: lowest compared OMol25 entry of this formula, charge and spin) (eV) = 3.641
- lowest unoccupied orbital energy (Ha) = 0.000

```
! wB97M-V def2-TZVPD RIJCOSX def2/J DEFGRID3
* xyz 0 1
C -0.34 1.57 -2.06
C -0.24 1.45 -0.73
O -1.30 1.44 0.12
C 1.04 1.06 -0.07
O 1.22 1.21 1.15
H -1.29 1.69 -2.55
H 0.54 1.50 -2.68
H -2.13 1.45 -0.37
H 1.89 1.06 -0.78
C -0.42 -0.92 2.02
C -0.71 -1.30 0.65
C 0.90 -1.37 -0.31
O -1.67 -1.43 -0.02
H -1.35 -0.79 2.58
H 0.24 -1.66 2.48
H 0.18 0.05 1.95
H 0.66 -1.38 -1.37
H 0.87 -2.43 -0.02
H 1.91 -1.18 0.03
*
```

These are the natural (NBO) partial charges, in e, on atoms 1 to 6:
1 C -0.45
2 C 0.21
3 O -0.67
4 C 0.39
5 O -0.57
6 H 0.21

(5)
Formula: C3H7NO
Source: the Open Molecules 2025 dataset
Level of theory: ωB97M-V/def2-TZVPD

Calculated values
- orbital gap (eV) = 10.56
- SMILES = CCC(N)=O
- energy (eV) = -6762.361
- HOMO level (eV) = -9.674
- relative energy (zero: lowest compared OMol25 entry of this formula, charge and spin) (eV) = 0.389
- lowest unoccupied orbital energy (Ha) = 0.033

```
! wB97M-V def2-TZVPD RIJCOSX def2/J DEFGRID3
* xyz 0 1
C -1.65 0.21 0.15
C -0.31 -0.49 0.37
C 0.87 0.36 0.00
N 1.88 -0.14 -0.74
O 0.96 1.45 0.53
H -2.46 -0.35 0.61
H -1.61 1.20 0.60
H -1.89 0.33 -0.91
H -0.32 -1.49 -0.10
H -0.02 -0.38 1.45
H 1.81 -1.05 -1.14
H 2.75 0.36 -0.81
*
```

These are the natural (NBO) partial charges, in e, on atoms 1 to 6:
1 C -0.60
2 C -0.51
3 C 0.66
4 N -0.81
5 O -0.64
6 H 0.21

(6)
Formula: C18H24AlBClNO2
Source: the Open Molecules 2025 dataset
Level of theory: ωB97M-V/def2-TZVPD

Calculated values
- orbital gap (eV) = 4.35
- energy (eV) = -44416.629
- HOMO level (eV) = -14.490
- relative energy (zero: lowest compared OMol25 entry of this formula, charge and spin) (eV) = 0.000
- lowest unoccupied orbital energy (Ha) = -0.373

```
! wB97M-V def2-TZVPD RIJCOSX def2/J DEFGRID3
* xyz 2 1
C -2.34 0.41 -1.41
C -1.32 0.80 -0.93
C -0.10 0.90 -0.13
C 0.05 2.31 0.44
C -1.32 2.90 0.82
C -1.22 4.02 1.86
C -2.54 4.81 1.94
O -0.02 -0.07 0.94
B 0.17 -1.31 0.25
Cl -1.41 -2.32 0.53
C 1.40 -2.42 0.92
C 0.90 -3.65 0.60
C 0.43 -4.57 1.60
C -0.04 -5.79 1.26
C -0.11 -6.16 -0.09
C 0.34 -5.31 -1.09
C 0.83 -4.09 -0.78
O 0.61 -1.05 -1.06
C 1.02 0.34 -1.04
C 2.42 0.54 -0.48
C 1.05 0.81 -2.52
C 0.79 2.27 -2.74
N -0.20 2.60 -3.46
H -3.16 0.02 -1.96
H 0.66 2.29 1.35
H 0.56 2.97 -0.25
H -1.92 2.11 1.26
H -1.81 3.29 -0.05
H -1.13 3.52 2.85
H -0.37 4.67 1.66
H -3.03 4.70 2.90
H -3.23 4.44 1.19
H -2.37 5.86 1.71
H 2.29 -2.24 0.33
H 1.57 -2.27 1.97
H 0.45 -4.31 2.65
H -0.39 -6.49 1.99
H -0.52 -7.11 -0.39
H 0.29 -5.60 -2.13
H 1.17 -3.39 -1.52
H 3.17 0.12 -1.12
H 2.60 1.62 -0.46
H 2.53 0.18 0.54
H 2.03 0.59 -2.94
H 0.32 0.23 -3.08
H 1.46 3.02 -2.33
H -0.24 3.61 -3.58
Al -0.30 2.21 3.97
*
```

These are the Mulliken partial charges, in e, on atoms 1 to 6:
1 C 0.22
2 C -1.60
3 C 1.86
4 C -0.79
5 C -1.21
6 C 0.26